No. 1
This record from OMol25 describes a structure of composition C9H24ClCoI2N2P2S. The level of theory is ωB97M-V/def2-TZVPD.

Properties
total charge	+2
frontier orbital gap (alpha / beta)	5.9 / 5.2	eV
HOMO energy (alpha / beta)	-13.2 / -14.9	eV
multiplicity	5

XYZ file:
```
42
Properties=species:S:1:pos:R:3:mulliken_charge:R:1
I 2.59112 -0.87338 -1.84525 0.053
I 3.94038 0.93443 -0.75155 0.066
Co -2.65202 1.28066 -1.24370 -0.393
P -0.86966 2.33070 -1.36377 1.024
C 0.87815 2.12390 -1.31739 -0.605
C -1.15361 1.57651 -3.01105 -1.323
H -0.55699 2.24995 -3.65935 0.423
H -0.50900 4.36716 -2.43773 0.393
H -2.20631 1.60536 -3.32294 0.425
H -2.07673 4.33292 -1.51158 0.371
H 1.07292 1.09706 -1.66604 -0.243
H -0.74095 0.56048 -3.09021 0.344
C -1.00573 4.10826 -1.49857 -1.216
H 1.35722 2.77153 -2.05474 0.491
H -0.51552 4.54578 -0.62139 0.398
H 1.23186 2.26857 -0.30785 0.519
P -2.49317 0.68624 0.77804 0.899
C -1.58007 -0.35732 1.94399 -1.066
C -3.76949 1.35014 1.88077 -1.305
H -4.02834 -0.22551 -0.97610 0.358
H -3.93897 -1.08355 0.62320 0.471
H -2.63273 -1.36087 -0.59894 0.388
C -3.34499 -0.61990 -0.19769 -1.182
H -4.26494 2.16069 1.32807 0.363
H -4.42137 0.49366 2.07488 0.404
H -2.34768 -0.66704 2.68543 0.394
H -0.76802 0.25047 2.37419 0.314
H -3.25228 1.71571 2.77363 0.433
H -1.18424 -1.21408 1.37252 0.350
Cl -4.41224 2.14451 -2.03770 -0.414
S 1.87223 -0.79259 1.22681 -0.033
C 3.00505 -2.05928 1.43265 0.314
N 2.76557 -3.15344 2.20573 -0.213
C 3.56040 -4.30072 1.76171 -0.373
C 4.58361 -3.61194 0.85300 -0.545
N 4.18045 -2.24571 0.79140 0.080
H 1.79582 -3.33143 2.42604 0.276
H 2.90157 -4.99928 1.23454 0.298
H 4.07373 -4.74557 2.62152 0.276
H 4.63242 -4.02000 -0.18351 0.296
H 5.60860 -3.70385 1.17483 0.326
H 4.67398 -1.58924 0.13411 0.161
```

***

No. 2
This record from OMol25 describes a structure of composition C5H13BrCl3HfNO16. The level of theory is ωB97M-V/def2-TZVPD.

Properties
total charge	-2
frontier orbital gap	8.0	eV
HOMO energy	-4.0	eV
multiplicity	1

XYZ file:
```
40
Properties=species:S:1:pos:R:3:mulliken_charge:R:1
Hf -0.48175 0.41993 0.41751 2.243
Cl -2.82194 -2.32967 -1.78606 1.623
O -2.89224 -2.74741 -3.14519 -0.687
O -4.23909 -2.05369 -1.49014 -0.703
O -2.33188 -3.50040 -1.04297 -0.682
O -1.97858 -1.14257 -1.58469 -0.610
Cl 1.99512 -0.16132 -2.70773 1.695
O 0.93255 0.49371 -1.91416 -0.867
O 1.48206 -1.26174 -3.39552 -0.618
O 2.48002 0.80743 -3.66238 -0.710
O 3.04054 -0.50257 -1.76232 -0.668
Cl 0.45955 3.39621 1.93734 1.894
O 0.83956 2.79778 0.70350 -0.731
O -0.24741 4.50404 1.50273 -0.609
O -0.43804 2.36483 2.38113 -0.751
O 1.54481 3.54672 2.81313 -0.617
C 3.78103 -0.30269 2.57038 -0.990
C 2.31307 -0.58285 2.69572 -0.442
O 1.44690 -0.18825 1.68140 -0.595
H 3.98632 -0.22893 1.50244 0.253
H 4.40476 -1.04843 3.06325 0.335
H 4.10072 0.65583 2.97920 0.253
H 1.99038 -0.13699 3.63656 0.241
H 2.20066 -1.64735 2.90145 0.274
C -4.16120 3.10252 -0.77226 -1.021
C -2.62748 3.03154 -1.29844 -0.430
O -1.84903 2.06518 -0.67357 -0.472
H -4.09625 3.28600 0.30022 0.243
H -4.68041 2.15355 -0.90628 0.269
H -4.81532 3.77220 -1.33061 0.359
H -2.23308 4.02856 -1.10222 0.278
H -2.62995 2.91414 -2.38209 0.295
Br -2.48269 -0.66613 2.12563 -0.536
C 1.58067 -3.85916 -0.74301 -0.688
N 0.60332 -3.21773 0.15722 0.783
O 0.24905 -1.99085 -0.04271 0.123
O 0.16200 -3.84175 1.09148 -0.502
H 1.13949 -4.69602 -1.28442 0.276
H 2.35161 -4.18257 -0.04362 0.301
H 1.92216 -3.05107 -1.38990 0.187
```

***

No. 3
This record from OMol25 describes a cluster of 10 separate species, C38H105N9O10 in total. The level of theory is ωB97M-V/def2-TZVPD.

Properties
total charge	0
frontier orbital gap	9.3	eV
HOMO energy	-9.2	eV
SMILES	COC[C@H](C)N.COC[C@H](C)N.COC[C@H](C)N.COC[C@H](C)N.COC[C@H](C)N.COC[C@H](C)N.COC[C@H](C)N.COC[C@H](C)N.COC[C@H](C)N.CCO
energy above the lowest of the compared OMol25 structures with the same formula, charge and spin	6.730	eV
multiplicity	1

XYZ file:
```
162
Properties=species:S:1:pos:R:3:mulliken_charge:R:1
C -2.96769 3.52341 -5.01385 -1.405
C -3.24117 2.10183 -4.41305 0.262
C -2.09215 1.22978 -4.70354 -0.534
O -1.67750 1.36313 -6.12622 -0.332
C -0.80909 0.28205 -6.50485 -0.698
N -3.35513 2.20313 -2.95200 -0.588
H -3.86632 4.12700 -4.88639 0.412
H -2.74147 3.40072 -6.07303 0.357
H -2.06177 4.02460 -4.67294 0.353
H -4.17764 1.58723 -4.62824 0.279
H -2.46727 0.21250 -4.59162 0.332
H -1.27907 1.43973 -4.00862 0.287
H -0.85964 0.30168 -7.59350 0.243
H -1.24203 -0.66039 -6.16949 0.300
H 0.16337 0.61341 -6.14069 0.262
H -2.80648 3.00341 -2.67160 0.220
H -4.28921 2.51049 -2.72152 0.258
C -1.06079 -8.23094 0.26499 -1.623
C -1.37823 -9.10567 1.36244 0.405
C -1.61357 -10.53671 0.67776 -0.693
O -1.62417 -11.55784 1.64217 -0.288
C -2.00950 -12.96080 1.42595 -0.744
N -0.29543 -9.07390 2.30227 -0.714
H -0.28572 -8.60922 -0.40154 0.395
H -0.40757 -7.41600 0.57688 0.440
H -1.91854 -7.87294 -0.30441 0.349
H -2.32534 -8.75804 1.77505 0.297
H -0.93042 -10.78641 -0.13406 0.365
H -2.54665 -10.51653 0.11469 0.395
H -3.00544 -13.04320 0.99071 0.294
H -1.83689 -13.55683 2.32208 0.241
H -1.38778 -13.38631 0.63823 0.305
H -0.44815 -9.71052 3.07136 0.309
H 0.47506 -9.38929 1.73046 0.265
C 3.72282 4.90743 7.69174 -1.477
C 4.16978 3.46695 8.11547 0.425
C 4.07479 2.41967 7.02514 -0.654
O 2.75747 2.39942 6.49848 -0.319
C 2.71917 1.73588 5.19934 -0.722
N 5.55696 3.55887 8.49308 -0.724
H 3.97776 5.22830 6.68171 0.334
H 4.08070 5.71303 8.33284 0.407
H 2.63839 4.86429 7.59055 0.359
H 3.61783 3.23900 9.02733 0.312
H 4.30452 1.43873 7.44119 0.339
H 4.88938 2.60471 6.32492 0.344
H 3.60826 1.12836 5.03042 0.241
H 2.71793 2.31840 4.27805 0.298
H 1.92557 0.98868 5.19542 0.307
H 5.72718 4.07580 9.34392 0.268
H 5.97468 4.12501 7.76845 0.262
C -5.26378 2.81564 3.65908 -1.525
C -4.62852 4.23882 3.62961 0.520
C -5.02440 5.20818 4.77159 -0.939
O -4.99002 4.63521 6.14270 -0.350
C -4.78444 5.63034 7.21239 -0.730
N -3.20869 4.09168 3.70983 -0.663
H -4.99118 2.26691 4.56057 0.370
H -5.05036 2.37975 2.68310 0.408
H -6.34854 2.88944 3.73619 0.382
H -4.88104 4.61215 2.63716 0.228
H -6.04480 5.46165 4.48415 0.382
H -4.48272 6.15377 4.74796 0.494
H -5.44917 6.47582 7.03521 0.306
H -3.74908 5.96485 7.14729 0.305
H -4.96377 5.34421 8.24876 0.255
H -3.08787 4.22885 4.70316 0.322
H -2.93397 3.13257 3.55252 0.238
C -0.94297 8.57384 -1.88266 -1.367
C -1.69620 8.02264 -0.66932 0.438
C -3.12690 8.50961 -0.52043 -0.532
O -3.08621 9.91326 -0.15269 -0.322
C -4.42175 10.34552 -0.22475 -0.757
N -1.78219 6.58650 -0.70495 -0.597
H -1.57922 8.41969 -2.75417 0.307
H -0.11247 7.89533 -2.07758 0.394
H -0.52327 9.57512 -1.78580 0.321
H -1.13145 8.39197 0.18669 0.192
H -3.67556 7.95550 0.24117 0.300
H -3.68070 8.26858 -1.42779 0.304
H -4.35559 11.38789 0.08698 0.271
H -5.07898 9.88501 0.51287 0.302
H -4.87546 10.32691 -1.21566 0.311
H -1.05965 5.97460 -1.05655 0.222
H -1.80716 6.27692 0.25611 0.216
C 2.64624 -5.07718 -5.01463 -1.264
C 4.24115 -5.08959 -5.12128 0.305
C 4.82802 -3.68082 -5.50924 -0.596
O 4.50988 -3.28734 -6.85111 -0.323
C 5.12408 -2.09046 -7.32153 -0.727
N 4.76738 -5.55521 -3.91318 -0.651
H 2.30173 -6.09827 -4.85092 0.328
H 2.32158 -4.61053 -5.94465 0.328
H 2.38365 -4.46788 -4.14982 0.316
H 4.43724 -5.83368 -5.89328 0.295
H 5.90055 -3.65249 -5.31697 0.352
H 4.50068 -2.92283 -4.79763 0.300
H 4.78998 -1.19336 -6.80029 0.269
H 4.78898 -2.00108 -8.35488 0.245
H 6.18881 -2.30960 -7.40174 0.319
H 4.54694 -4.99644 -3.10122 0.244
H 5.76900 -5.55345 -4.04296 0.259
C -5.96812 -3.83887 -5.21878 -1.211
C -7.13714 -4.01992 -4.23779 0.395
C -7.65159 -2.64155 -3.74769 -0.709
O -8.67532 -2.76215 -2.71662 -0.349
C -8.94996 -1.53825 -2.04712 -0.678
N -8.21161 -4.81491 -4.80705 -0.730
H -5.36106 -3.09225 -4.70678 0.282
H -6.35615 -3.37453 -6.12538 0.330
H -5.42496 -4.75433 -5.45334 0.339
H -6.83788 -4.59306 -3.36026 0.274
H -8.18780 -2.16235 -4.56681 0.260
H -6.87014 -1.95736 -3.41705 0.421
H -8.06264 -1.15867 -1.54048 0.250
H -9.73931 -1.70261 -1.31362 0.249
H -9.31689 -0.90633 -2.85591 0.306
H -9.00185 -4.59706 -4.21700 0.295
H -8.53169 -4.42748 -5.68315 0.277
C 4.37415 2.33776 -2.47877 -1.519
C 4.45940 2.94190 -1.11139 0.708
C 5.64953 4.00569 -1.04070 -0.667
O 6.90420 3.34063 -1.00576 -0.282
C 7.95992 4.15201 -0.63735 -0.736
N 3.18296 3.56718 -0.77801 -0.750
H 3.81286 1.40347 -2.46608 0.358
H 5.34181 2.14263 -2.94098 0.312
H 3.84461 3.01117 -3.15272 0.387
H 4.58373 2.16501 -0.35701 0.243
H 5.49635 4.52249 -0.09330 0.337
H 5.62333 4.61900 -1.94140 0.307
H 8.21527 4.80364 -1.47298 0.302
H 8.80843 3.47769 -0.52146 0.242
H 7.79536 4.77989 0.23832 0.301
H 3.19189 3.92066 0.16807 0.218
H 2.35077 2.99652 -0.73428 0.240
C 5.16312 -4.94741 2.44160 -1.359
C 5.10494 -3.41676 2.50340 0.555
C 6.18508 -2.79478 3.39130 -0.643
O 5.91213 -3.08716 4.77434 -0.363
C 6.99825 -2.58921 5.57729 -0.832
N 5.16683 -2.81216 1.13967 -0.654
H 5.17425 -5.43164 3.41808 0.350
H 5.97070 -5.30577 1.80325 0.333
H 4.22680 -5.28909 2.00039 0.323
H 4.16753 -3.17559 3.00460 0.202
H 6.23907 -1.70978 3.30212 0.349
H 7.19130 -3.14940 3.16798 0.309
H 7.63187 -1.78198 5.20988 0.342
H 7.69398 -3.41823 5.70691 0.326
H 6.61405 -2.44288 6.58679 0.275
H 5.20607 -1.80646 1.22403 0.237
H 5.97871 -3.04028 0.58386 0.248
C -2.61499 -1.97254 0.24381 -1.104
C -1.15222 -1.62381 0.08707 -0.122
O -1.19739 -0.19277 0.26808 -0.472
H -2.82326 -3.03135 0.09004 0.328
H -3.32943 -1.45313 -0.39485 0.331
H -2.87170 -1.78843 1.28703 0.277
H -0.85308 -1.98848 -0.89560 0.202
H -0.54824 -2.12548 0.84313 0.280
H -1.86619 0.14470 -0.33227 0.265
```

***

No. 4
This record from OMol25 describes a cluster of 2 separate species, C4H13NS in total. The level of theory is ωB97M-V/def2-TZVPD.

Properties
total charge	+1
frontier orbital gap (alpha / beta)	10.6 / 6.8	eV
HOMO energy (alpha / beta)	-14.5 / -14.4	eV
energy above the lowest of the compared OMol25 structures with the same formula, charge and spin	1.447	eV
multiplicity	2

XYZ file:
```
19
Properties=species:S:1:pos:R:3:mulliken_charge:R:1
C 2.13752 -0.50608 -1.03490 -1.022
C 1.97915 -1.42167 0.17280 -0.302
C 0.60564 -1.36081 0.73673 -0.641
S 0.35253 0.53980 1.63370 0.034
H 1.54361 -0.85967 -1.88646 0.330
H 3.18937 -0.45201 -1.32181 0.326
H 1.81147 0.49721 -0.77245 0.290
H 2.24196 -2.46654 -0.03154 0.328
H 2.63407 -1.04530 0.96888 0.302
H 0.41618 -1.85899 1.68785 0.421
H -0.21092 -1.48807 0.02395 0.376
C -2.64145 0.81059 -0.14964 -0.790
N -1.63590 1.89676 -0.09685 -0.521
H -2.31797 0.04966 -0.86110 0.295
H -2.71175 0.34822 0.83649 0.308
H -3.61940 1.19637 -0.43001 0.338
H -1.75645 2.61477 -0.79509 0.231
H -0.43450 1.18400 0.50068 0.350
H -1.58316 2.32175 0.81880 0.345
```

***

| no. | total energy (a.u.) |
| --- | --- |
| 1 | -3985.4148 |
| 2 | -5458.7344 |
| 3 | -2755.6179 |
| 4 | -612.7922 |